#P
9
Properties=species:S:1:pos:R:3:nbo_charge:R:1 method="wB97M-V/def2-TZVPD" homo_ev="-8.9 / -8.9" total_charge=0 gap_ev="7.805 / 7.804"
C -0.12 0.65 1.05 -0.310
N 0.51 -0.60 -1.86 0.005
N -0.04 -0.58 0.48 0.131
O -0.19 0.26 -2.33 -0.289
O -0.50 -1.49 1.13 -0.245
Cl 1.38 1.57 0.64 -0.020
H -0.98 1.35 0.77 0.269
H -0.24 0.51 2.10 0.223
H 0.17 -1.68 -1.97 0.235

#Q
9
Properties=species:S:1:pos:R:3:nbo_charge:R:1 method="wB97M-V/def2-TZVPD" homo_ev="-8.2 / -9.1" total_charge=0 gap_ev="7.985 / 8.938"
C 1.83 -0.10 0.40 0.449
N -1.68 0.08 0.31 -0.662
N -1.09 -0.01 -0.91 -0.026
O 1.70 -0.97 1.18 -0.491
O 0.04 0.62 -1.14 -0.388
Cl 3.04 0.73 -0.34 0.072
H -1.16 -0.38 1.06 0.352
H -1.58 1.10 0.64 0.360
H -1.10 -1.06 -1.21 0.334

Bottom line: #Q, by a margin of 0.987 eV.